# 1
A cluster of 6 separate species, C3H18O5 in total, computed with ωB97M-V with the def2-TZVPD basis set.

Output
LUMO: 0.0040 hartree
structure (SMILES): CCC.O.O.O.O.O
M: 134.2 g/mol
relative energy (zero: lowest compared OMol25 entry of this formula, charge and spin): 0.813 eV

Bonds (Å) are listed after each position.
Element x y z (Å)
1 O -0.98 1.46 0.83  H20 0.968, H25 0.963
2 O 2.34 1.21 2.18  H11 0.954, H26 0.963
3 O -2.31 -1.68 -2.27  H9 0.962, H13 0.949
4 O -0.46 -0.20 3.11  H12 0.962, H17 0.950
5 O -3.22 0.07 -0.20  H18 0.956, H19 0.939
6 C 1.92 0.96 -1.27  C8 1.562, H14 1.082, H15 1.084, H22 1.098
7 C 0.97 -1.32 -0.42  C8 1.532, H10 1.084, H23 1.091, H24 1.106
8 C 1.90 -0.60 -1.39  C6 1.562, C7 1.532, H16 1.088, H21 1.092
9 H -2.10 -1.16 -1.49  O3 0.962
10 H -0.05 -1.19 -0.77  C7 1.084
11 H 1.90 0.39 1.96  O2 0.954
12 H -0.50 0.65 2.66  O4 0.962
13 H -1.95 -1.30 -3.06  O3 0.949
14 H 2.86 1.13 -0.77  C6 1.082
15 H 0.97 1.28 -0.85  C6 1.084
16 H 2.95 -0.87 -1.25  C8 1.088
17 H -1.06 -0.12 3.85  O4 0.950
18 H -3.52 -0.77 -0.55  O5 0.956
19 H -4.03 0.43 0.11  O5 0.939
20 H -1.45 0.69 0.49  O1 0.968
21 H 1.57 -0.97 -2.36  C8 1.092
22 H 1.92 1.57 -2.19  C6 1.098
23 H 1.28 -2.36 -0.25  C7 1.091
24 H 1.02 -1.09 0.66  C7 1.106
25 H -1.69 1.88 1.33  O1 0.963
26 H 1.73 1.90 1.91  O2 0.963

Results of the Mulliken charge analysis, in e, for atoms 1 through 8: atom 1 (O): -0.630, atom 2 (O): -0.642, atom 3 (O): -0.644, atom 4 (O): -0.575, atom 5 (O): -0.629, atom 6 (C): -0.717, atom 7 (C): -0.279, atom 8 (C): -0.352


# 2
The molecule C12H13N3O3S, computed with ωB97M-V with the def2-TZVPD basis set.

Output
LUMO: 0.0170 hartree
structure (SMILES): COc1ccc(OCC(=O)Nc2nnc(C)s2)cc1
M: 279.3 g/mol
relative energy (zero: lowest compared OMol25 entry of this formula, charge and spin): 2.601 eV

Bonds (Å) are listed after each position.
Element x y z (Å)
1 S 0.66 -2.43 -0.90  C12 1.753, C14 1.763
2 O 1.81 -0.18 0.13  C10 1.376, C18 1.402
3 O 0.88 -1.00 3.43  C11 1.209
4 O -1.28 4.35 -0.53  C9 1.407, C19 1.362
5 N -1.74 -1.94 -0.15  N6 1.323, C12 1.292
6 N -1.84 -2.36 -1.40  N5 1.323, C14 1.281
7 N -0.25 -1.55 1.58  C11 1.369, C12 1.371, H27 1.016
8 C -0.58 -3.16 -3.34  C14 1.477, H21 1.089, H22 1.089, H26 1.086
9 C -1.74 5.13 0.55  O4 1.407, H28 1.095, H31 1.089, H32 1.095
10 C 1.05 0.97 0.08  O2 1.376, C15 1.395, C16 1.384
11 C 0.87 -1.11 2.22  O3 1.209, N7 1.369, C18 1.525
12 C -0.52 -1.89 0.28  S1 1.753, N5 1.292, N7 1.371
13 C -0.15 2.83 1.02  C16 1.388, C19 1.388, H23 1.078
14 C -0.73 -2.67 -1.96  S1 1.763, N6 1.281, C8 1.477
15 C 0.67 1.38 -1.19  C10 1.395, C17 1.374, H29 1.079
16 C 0.63 1.70 1.18  C10 1.384, C13 1.388, H24 1.079
17 C -0.10 2.51 -1.36  C15 1.374, C19 1.397, H20 1.078
18 C 2.09 -0.75 1.38  O2 1.402, C11 1.525, H25 1.098, H30 1.096
19 C -0.52 3.25 -0.25  O4 1.362, C13 1.388, C17 1.397
20 H -0.39 2.84 -2.34  C17 1.078
21 H -0.13 -4.15 -3.35  C8 1.089
22 H 0.06 -2.49 -3.91  C8 1.089
23 H -0.45 3.38 1.90  C13 1.078
24 H 0.90 1.40 2.19  C16 1.079
25 H 2.73 -0.11 1.99  C18 1.098
26 H -1.57 -3.21 -3.80  C8 1.086
27 H -1.07 -1.62 2.18  N7 1.016
28 H -2.39 4.55 1.22  C9 1.095
29 H 1.01 0.81 -2.04  C15 1.079
30 H 2.65 -1.67 1.15  C18 1.096
31 H -2.32 5.93 0.10  C9 1.089
32 H -0.91 5.56 1.12  C9 1.095

Results of the Mulliken charge analysis, in e, for atoms 1 through 8: atom 1 (S): -0.110, atom 2 (O): -0.531, atom 3 (O): -0.635, atom 4 (O): -0.445, atom 5 (N): -0.486, atom 6 (N): -0.401, atom 7 (N): -0.020, atom 8 (C): -1.007


# 3
A cluster of 2 separate species, C10H16 in total, computed with ωB97M-V with the def2-TZVPD basis set.

Output
LUMO: 0.0364 hartree
structure (SMILES): Cc1ccccc1.CCC
M: 136.2 g/mol
relative energy (zero: lowest compared OMol25 entry of this formula, charge and spin): 0.665 eV

Bonds (Å) are listed after each position.
Element x y z (Å)
1 C 0.98 -0.62 0.67  C5 1.373, C10 1.409, H14 1.079
2 C -0.79 -0.08 2.84  C3 1.410, C8 1.380, H17 1.079
3 C -1.26 -0.25 1.52  C2 1.410, C6 1.521, C10 1.373
4 C 0.36 -0.73 -3.63  C9 1.518, H16 1.086, H18 1.092, H19 1.085
5 C 1.45 -0.33 1.93  C1 1.373, C8 1.401, H11 1.083
6 C -2.72 0.15 1.34  C3 1.521, H20 1.091, H21 1.085, H23 1.091
7 C 0.79 1.73 -3.15  C9 1.553, H12 1.087, H15 1.088, H22 1.093
8 C 0.58 -0.10 3.00  C2 1.380, C5 1.401, H13 1.084
9 C 1.02 0.26 -2.69  C4 1.518, C7 1.553, H24 1.082, H25 1.092
10 C -0.41 -0.52 0.48  C1 1.409, C3 1.373, H26 1.079
11 H 2.49 -0.41 2.24  C5 1.083
12 H -0.28 1.92 -3.19  C7 1.087
13 H 1.05 -0.03 3.98  C8 1.084
14 H 1.56 -0.95 -0.18  C1 1.079
15 H 1.31 2.40 -2.47  C7 1.088
16 H 0.45 -1.74 -3.24  C4 1.086
17 H -1.45 0.13 3.66  C2 1.079
18 H 0.77 -0.62 -4.64  C4 1.092
19 H -0.67 -0.44 -3.81  C4 1.085
20 H -2.79 1.08 0.77  C6 1.091
21 H -3.22 0.31 2.29  C6 1.085
22 H 1.22 1.84 -4.15  C7 1.093
23 H -3.22 -0.61 0.74  C6 1.091
24 H 0.58 0.29 -1.70  C9 1.082
25 H 2.10 0.13 -2.64  C9 1.092
26 H -0.86 -0.52 -0.50  C10 1.079

Results of the Mulliken charge analysis, in e, for atoms 1 through 8: atom 1 (C): -0.510, atom 2 (C): -0.658, atom 3 (C): 0.940, atom 4 (C): -1.276, atom 5 (C): -0.540, atom 6 (C): -1.313, atom 7 (C): -1.388, atom 8 (C): -0.360


# 4
The ion C8H12N3 with charge +1, computed with ωB97M-V with the def2-TZVPD basis set.

Output
LUMO: -0.1717 hartree
total charge: +1
structure (SMILES): CC#C\C=C/C=N/C=[NH+]\NC
M: 150.2 g/mol
relative energy (zero: lowest compared OMol25 entry of this formula, charge and spin): 5.614 eV

Bonds (Å) are listed after each position.
Element x y z (Å)
1 N -0.65 0.80 1.46  N3 1.392, C7 1.313, H19 0.975
2 N 1.49 0.05 1.67  C7 1.280, C11 1.262
3 N -0.63 1.06 0.09  N1 1.392, C8 1.473, H16 1.014
4 C 2.39 -1.97 -0.39  C5 1.359, C9 1.364, H22 1.104
5 C 3.19 -1.08 0.25  C4 1.359, C11 1.560, H17 1.160
6 C -1.49 -1.72 -1.17  C10 1.430, H12 1.011, H14 1.208, H20 1.058
7 C 0.34 0.30 2.16  N1 1.313, N2 1.280, H15 1.140
8 C -0.67 2.49 -0.24  N3 1.473, H13 1.082, H18 1.066, H21 1.069
9 C 1.07 -1.74 -0.64  C4 1.364, C10 1.192
10 C -0.09 -1.78 -0.90  C6 1.430, C9 1.192
11 C 2.69 -0.02 1.27  N2 1.262, C5 1.560, H23 1.031
12 H -1.79 -0.76 -1.21  C6 1.011
13 H -0.84 2.50 -1.31  C8 1.082
14 H -1.71 -2.15 -2.28  C6 1.208
15 H 0.22 0.14 3.28  C7 1.140
16 H 0.14 0.48 -0.23  N3 1.014
17 H 4.35 -1.05 0.37  C5 1.160
18 H -1.47 2.93 0.31  C8 1.066
19 H -1.43 1.00 2.01  N1 0.975
20 H -2.00 -2.24 -0.40  C6 1.058
21 H 0.15 3.16 -0.10  C8 1.069
22 H 2.78 -2.92 -0.81  C4 1.104
23 H 3.35 0.76 1.44  C11 1.031

Results of the Mulliken charge analysis, in e, for atoms 1 through 8: atom 1 (N): -0.002, atom 2 (N): -0.127, atom 3 (N): -0.330, atom 4 (C): -0.808, atom 5 (C): -0.325, atom 6 (C): -1.450, atom 7 (C): 0.065, atom 8 (C): -0.933


# 5
The molecule C4H7NO, computed with ωB97M-V with the def2-TZVPD basis set.

Output
LUMO: 0.0347 hartree
structure (SMILES): CC1=NOCC1
M: 85.1 g/mol
relative energy (zero: lowest compared OMol25 entry of this formula, charge and spin): 2.760 eV

Bonds (Å) are listed after each position.
Element x y z (Å)
1 O 1.90 -0.66 -0.53  N2 1.436, C6 1.531
2 N 1.20 0.54 -0.88  O1 1.436, C5 1.282
3 C -0.30 -0.71 0.51  C5 1.565, C6 1.538, H7 1.068, H10 1.115
4 C -1.06 1.53 -0.67  C5 1.486, H8 1.139, H9 1.106, H11 1.097
5 C -0.01 0.50 -0.45  N2 1.282, C3 1.565, C4 1.486
6 C 1.11 -1.33 0.60  O1 1.531, C3 1.538, H12 1.151, H13 1.127
7 H -0.98 -1.43 0.12  C3 1.068
8 H -1.37 1.56 -1.76  C4 1.139
9 H -0.65 2.52 -0.42  C4 1.106
10 H -0.69 -0.45 1.52  C3 1.115
11 H -1.93 1.43 -0.01  C4 1.097
12 H 1.70 -1.06 1.55  C6 1.151
13 H 1.09 -2.44 0.42  C6 1.127

Results of the Mulliken charge analysis, in e, for atoms 1 through 8: atom 1 (O): -0.253, atom 2 (N): -0.447, atom 3 (C): -0.386, atom 4 (C): -0.998, atom 5 (C): 0.592, atom 6 (C): -0.394, atom 7 (H): 0.272, atom 8 (H): 0.258


- Which of these has the lowest relative energy (zero: lowest compared OMol25 entry of this formula, charge and spin)?
  C10H16


- Which of these has the lowest relative energy (zero: lowest compared OMol25 entry of this formula, charge and spin)?
  C10H16